1.
C32H50BIIrN8PS | the ωB97M-V functional and the def2-TZVPD basis

XYZ file:
```
95
Properties=species:S:1:pos:R:3:forces:R:3
N -1.735 1.114 -1.957 0.2 0.2 0.2
H 4.548 2.236 1.166 0.0 0.0 0.0
H -1.434 0.958 1.611 -0.1 0.0 0.0
H -3.021 1.002 4.947 0.0 0.0 0.0
H 2.392 3.653 -2.267 0.0 0.0 0.0
C -0.641 -4.991 -0.456 0.0 0.0 0.0
H 0.488 2.732 -3.774 0.0 0.0 0.0
C -0.903 1.008 4.465 0.0 0.0 0.0
C -1.364 -0.907 2.625 -0.1 0.0 0.0
C 1.387 -1.480 -3.212 0.0 0.0 -0.1
C 3.716 2.080 0.476 0.0 0.0 0.0
H 0.371 2.402 0.606 -0.1 0.0 0.0
C -3.237 -1.740 0.011 0.0 0.0 0.0
H 4.681 -1.155 0.614 0.0 0.0 0.0
H 4.554 -3.646 1.680 0.0 0.0 0.0
N 0.480 -0.572 -2.846 0.1 0.1 0.2
C -3.391 4.518 1.256 0.0 0.0 0.0
H 1.478 -2.411 -2.686 0.0 0.0 0.0
N 0.565 0.457 -3.725 -0.1 0.0 0.0
H 0.621 -3.497 -1.334 0.0 0.0 0.0
C -1.862 -5.218 0.158 0.0 0.0 0.0
C -0.652 0.314 2.036 0.0 0.1 -0.1
P 0.390 0.063 0.521 0.1 0.0 0.3
H 2.183 -2.212 -0.740 0.0 0.0 0.0
H 2.232 -4.011 0.731 0.0 0.0 0.0
C -2.375 0.907 4.075 0.0 0.0 0.0
C 1.523 2.042 -1.128 0.0 0.0 0.0
C 1.352 -2.325 1.788 0.0 0.0 0.0
C 1.192 1.731 0.337 0.0 0.0 -0.1
H -2.532 3.524 -3.868 0.0 0.0 0.0
H 3.942 -2.254 2.540 0.0 0.0 0.0
H 1.241 -2.074 2.844 0.0 0.0 0.0
H -0.696 -1.415 3.321 0.0 0.0 0.0
H -3.694 -4.284 0.798 0.0 0.0 0.0
C 1.775 -1.055 1.018 0.0 0.0 0.0
N -2.737 -0.634 -0.400 0.0 -0.1 0.1
N -1.153 -2.673 -0.709 0.1 0.1 0.0
C 2.397 -3.442 1.653 0.0 0.0 0.0
H -4.246 -1.825 0.394 0.0 0.0 0.0
C 4.014 -1.988 0.382 0.0 0.0 0.0
H -1.692 -2.409 -3.273 0.0 0.0 0.0
C 2.320 3.336 -1.226 0.0 0.0 0.0
H -2.909 -1.195 4.104 0.0 0.0 0.0
H 0.114 2.132 2.925 0.1 0.0 0.0
C -2.523 2.780 -3.090 0.0 0.0 -0.1
N -1.496 1.930 -2.988 0.0 0.0 0.0
H 4.503 -2.568 -0.403 0.0 0.0 0.0
H -1.772 -0.815 -3.980 0.0 0.1 0.1
C -3.473 2.494 -2.119 0.0 0.0 0.0
H 2.858 -0.610 -0.834 0.0 0.0 0.0
Ir -1.017 -0.662 -1.387 -0.3 -0.4 -0.7
N -3.403 0.553 -0.435 0.0 0.1 0.1
I -4.160 -1.556 -3.238 -0.2 0.0 0.1
H 2.279 -4.151 2.473 0.0 0.0 0.0
H -0.716 1.876 5.098 0.0 0.0 0.0
H 2.233 3.082 1.655 0.0 0.0 0.0
H 3.875 1.095 0.028 0.0 0.0 0.0
H -2.625 1.737 3.408 0.0 0.0 0.0
C -2.032 -1.388 -3.094 0.3 -0.3 -0.1
H -3.460 -0.343 2.669 0.0 0.0 0.0
H 2.478 1.430 2.113 0.0 0.0 0.1
H 1.753 0.890 -5.391 0.0 0.0 0.0
H 0.595 2.132 -1.680 0.0 0.0 0.0
H 2.379 -0.451 1.700 0.0 0.0 0.0
B -0.261 1.807 -3.945 0.0 0.0 0.0
C 1.538 0.188 -4.603 0.0 0.0 0.0
H -1.617 -1.643 1.871 0.0 -0.1 -0.1
H -4.767 5.990 1.320 0.0 0.0 0.0
C 3.718 3.161 -0.613 0.0 0.0 0.0
C -0.016 1.085 3.208 0.0 0.1 -0.1
S -2.010 3.735 1.133 0.0 0.0 0.0
H 4.438 2.895 -1.389 0.0 0.0 0.0
H 0.376 -2.688 1.456 0.0 0.0 0.0
C -2.925 1.413 -1.446 0.0 -0.1 0.0
H -0.683 1.778 -5.072 0.0 0.0 0.0
C 3.805 -2.856 1.637 0.0 0.0 0.0
H 0.975 0.690 3.444 0.0 0.0 0.0
H -0.635 0.131 5.061 0.0 0.0 0.0
H 0.069 -5.789 -0.616 0.0 0.0 0.0
H 1.770 4.124 -0.700 0.0 0.0 0.0
H 2.890 -1.547 -4.842 0.0 0.0 0.0
C 2.684 -1.442 -0.151 0.0 0.0 0.0
C -2.729 -4.153 0.328 0.0 0.0 0.0
H -2.135 -6.207 0.498 0.0 0.0 0.0
C -2.623 -0.438 3.370 0.0 0.0 0.0
C -2.357 -2.896 -0.120 0.0 0.0 0.0
H -4.423 2.973 -1.963 0.0 0.0 0.0
N -3.797 5.758 1.185 0.0 0.0 0.0
C 2.100 -1.040 -4.317 0.0 0.0 0.0
H -3.152 6.525 1.027 0.0 0.0 0.0
C -0.329 -3.709 -0.870 0.0 0.0 0.0
H -4.406 0.482 -0.335 0.0 0.0 -0.1
H 2.091 1.231 -1.594 0.0 0.0 0.0
H 4.056 4.109 -0.189 0.0 0.0 0.0
C 2.399 2.081 1.248 0.0 0.0 0.0
```
Positions in Å, forces in eV/Å.

Values from the calculation:
Energy above the lowest of the compared OMol25 structures with the same formula, charge and spin: 0.00 kcal/mol
E_LUMO (alpha / beta): -3.479 / -3.481 eV
Spin multiplicity: 2
Net charge: +1
Orbital gap (alpha / beta): 6.5 / 7.3 eV

Löwdin population analysis, charges in e, atoms 1 to 6: N -0.0980; H 0.1166; H 0.0517; H 0.1128; H 0.1080; C -0.0171

***

2.
CH3NS3 | the ωB97M-V functional and the def2-TZVPD basis

XYZ file:
```
8
Properties=species:S:1:pos:R:3:forces:R:3
S 0.735 -1.416 0.040 0.2 1.1 0.3
C 1.276 0.099 0.146 -2.8 -0.5 -0.6
N -1.720 0.823 -0.043 -2.9 -0.2 1.1
S -0.430 1.782 0.058 2.8 -0.6 0.6
H -2.075 0.795 -0.979 -0.3 -0.4 -0.3
S 2.778 0.785 -0.049 1.1 0.5 0.0
H 3.572 -0.321 -0.272 -0.6 0.4 0.2
H -2.554 0.911 0.651 2.5 -0.2 -1.3
```
Positions in Å, forces in eV/Å.

Values from the calculation:
Energy above the lowest of the compared OMol25 structures with the same formula, charge and spin: 35.98 kcal/mol
E_LUMO: -0.381 eV
Spin multiplicity: 1
Net charge: 0
Orbital gap: 7.8 eV

natural (NBO) population analysis, charges in e, atoms 1 to 6: S 0.0656; C -0.4844; N -0.9785; S 0.3143; H 0.3802; S 0.1734

***

3.
C34H31CoNP | the ωB97M-V functional and the def2-TZVPD basis

XYZ file:
```
68
Properties=species:S:1:pos:R:3:forces:R:3
C -6.004 -3.291 -1.619 -0.1 0.0 0.0
H -1.949 0.229 4.340 0.0 0.0 0.0
C 5.145 1.889 -0.633 -0.1 0.0 0.0
H 1.335 1.379 2.961 0.0 0.1 0.0
C 0.461 1.718 2.415 0.2 -0.1 0.1
C 2.315 -2.922 0.135 0.0 0.0 0.0
C -0.918 0.304 3.999 0.0 0.1 0.0
H -0.303 0.637 4.835 0.0 0.0 0.0
C 1.576 -1.747 0.265 0.3 -0.5 0.0
C 3.227 0.603 0.033 0.0 0.3 -0.1
H -7.050 -1.422 -1.429 0.0 0.0 0.0
C -3.764 -1.912 -0.851 0.5 0.3 0.2
C 5.735 1.625 0.595 0.0 0.0 0.0
H -3.892 3.378 1.239 0.0 0.0 0.0
H 6.719 2.018 0.814 0.0 0.0 0.0
H 5.543 0.643 2.498 0.0 0.0 0.0
C -3.076 3.253 0.527 0.0 0.0 0.0
C 1.901 3.386 1.145 0.0 0.1 0.1
C 1.820 -0.745 -3.013 0.0 -0.1 0.0
H -0.165 1.705 -1.724 0.0 0.0 0.0
C 0.308 1.061 -2.458 0.0 0.0 -0.1
H -2.700 -3.777 -1.060 0.0 0.0 0.0
H -5.035 -0.170 -0.733 0.0 0.0 0.0
H -0.576 -0.700 3.739 0.0 0.0 0.0
H 1.978 -1.220 -5.094 0.0 0.0 0.0
C -1.840 2.744 1.209 -0.1 0.0 -0.1
C 3.883 1.385 -0.918 0.1 0.0 0.0
H -3.405 2.536 -0.230 0.0 0.0 0.0
C -3.654 -3.274 -1.132 -0.1 -0.1 -0.1
C 0.722 -3.953 1.645 -0.1 0.0 0.1
Co -0.174 0.027 0.967 -1.0 1.7 -0.5
C -6.101 -1.932 -1.340 0.1 0.0 0.0
H -2.897 4.204 0.031 0.0 0.0 0.0
C 1.864 -4.028 0.837 -0.1 0.1 0.1
C -0.809 1.282 2.851 0.1 -0.4 0.4
C 0.608 0.396 -4.745 0.0 0.0 0.0
H -0.513 4.046 0.153 0.0 0.0 0.0
H 3.208 -2.977 -0.476 0.0 0.0 0.0
C -0.007 -2.776 1.796 0.4 -0.2 0.0
H 2.672 3.112 1.862 0.0 0.0 0.0
H 0.394 -4.839 2.175 0.0 0.0 0.0
N -1.648 -0.619 -0.128 0.6 0.0 0.4
H 2.526 -1.512 -2.715 0.0 0.0 0.0
H 1.801 4.471 1.134 0.0 0.0 0.0
H -0.876 -2.737 2.441 0.0 0.0 0.0
C 0.483 -1.685 1.099 -0.1 -0.2 0.2
H 5.664 2.484 -1.372 0.0 0.0 0.0
C 1.513 -0.585 -4.353 -0.1 0.1 0.0
C 1.214 0.078 -2.061 0.1 0.2 -0.3
H 2.397 -4.967 0.768 0.0 0.0 0.0
H 0.373 0.519 -5.794 0.0 0.0 0.0
C -4.977 -1.229 -0.949 -0.1 0.0 -0.1
C 0.579 2.763 1.474 0.1 -0.2 0.0
C -1.941 1.774 2.219 0.0 -0.3 -0.1
C 0.006 1.218 -3.803 0.0 0.0 0.1
C 3.820 0.339 1.270 0.1 0.0 0.0
C 5.075 0.853 1.545 0.0 0.0 0.0
H 3.427 1.595 -1.877 0.0 0.0 0.0
C -4.791 -3.961 -1.521 0.0 0.1 0.0
H 3.319 -0.275 2.010 0.0 0.0 0.0
H 2.240 3.088 0.153 0.0 0.0 0.0
H -2.918 1.424 2.531 0.0 0.0 0.0
H -6.890 -3.835 -1.920 0.0 0.0 0.0
H -0.696 1.979 -4.116 0.0 0.0 0.0
P 1.625 -0.077 -0.340 -0.3 -0.7 0.1
C -2.591 -1.201 -0.429 -0.4 -0.1 -0.4
H -4.731 -5.016 -1.748 0.0 0.0 0.0
C -0.584 3.237 0.872 -0.1 0.0 -0.1
```
Positions in Å, forces in eV/Å.

Values from the calculation:
Energy above the lowest of the compared OMol25 structures with the same formula, charge and spin: 35.93 kcal/mol
E_LUMO (alpha / beta): -7.271 / -7.478 eV
Spin multiplicity: 1
Net charge: +2
Orbital gap (alpha / beta): 7.4 / 7.2 eV

natural (NBO) population analysis, charges in e, atoms 1 to 6: C -0.1306; H 0.2429; C -0.2133; H 0.2586; C -0.3850; C -0.1505

***

4.
C5H8N2S | the ωB97M-V functional and the def2-TZVPD basis

XYZ file:
```
16
Properties=species:S:1:pos:R:3:forces:R:3
H 1.358 2.036 1.779 -0.5 -2.2 -0.6
H -1.093 0.318 0.493 -1.3 -0.2 0.5
H -2.361 -0.654 -1.675 -0.5 1.5 -0.2
N 1.463 -0.952 -1.091 0.9 0.6 -0.1
N 1.522 0.173 -0.881 0.4 -0.5 -1.5
C -1.292 -0.672 0.086 2.8 0.2 -0.8
H -0.790 0.399 -1.809 -0.6 -0.9 0.0
C 1.120 1.039 1.216 0.7 2.8 1.1
C 1.303 1.247 -0.184 -0.5 -0.7 1.1
C 0.791 -0.101 1.833 -0.1 -1.0 1.0
H 1.441 2.209 -0.569 0.3 0.9 -0.9
H 0.771 -0.246 2.939 0.2 0.3 -1.1
C -1.308 -0.508 -1.438 -0.5 -2.6 -0.3
H -2.101 -1.292 0.385 -0.7 0.1 0.7
S 0.255 -1.497 0.892 -1.6 0.1 0.5
H -1.080 -1.499 -1.976 1.0 1.5 0.7
```
Positions in Å, forces in eV/Å.

Values from the calculation:
Energy above the lowest of the compared OMol25 structures with the same formula, charge and spin: 95.50 kcal/mol
E_LUMO: 0.847 eV
Spin multiplicity: 1
Net charge: 0
Orbital gap: 8.8 eV

natural (NBO) population analysis, charges in e, atoms 1 to 6: H 0.2248; H 0.2368; H 0.2258; N 0.0017; N 0.0093; C -0.4783

***

5.
C4H11NOSi | the ωB97M-V functional and the def2-TZVPD basis

XYZ file:
```
18
Properties=species:S:1:pos:R:3:forces:R:3
H -2.436 -0.677 0.784 -0.1 -0.2 -0.5
H -1.469 -0.600 2.309 0.2 0.5 -0.2
C -0.409 2.184 -1.755 2.9 1.9 1.1
H -0.131 3.283 -1.951 -0.5 -1.5 0.5
H -1.311 -2.100 1.407 -0.3 0.7 -0.8
H 2.567 -2.480 0.188 -0.8 0.7 0.3
C 1.486 -2.192 0.269 2.1 2.9 1.2
H -1.389 2.048 -2.004 -2.7 -0.3 -1.1
Si -0.348 1.684 0.098 2.0 -1.7 -1.0
H 1.207 -2.105 1.346 -0.1 -1.0 -0.9
N 0.103 -0.090 0.150 -4.0 -0.3 2.2
H 1.042 -2.889 -0.361 -1.7 -1.1 -0.6
C 1.279 -0.690 -0.191 -2.1 -2.3 1.7
H -1.713 1.707 0.686 0.3 0.3 0.1
O 2.079 -0.017 -0.745 2.5 1.3 -1.6
H 0.779 2.366 0.875 -1.0 -0.1 -0.3
C -1.575 -1.029 1.317 3.2 0.2 -0.4
H 0.239 1.598 -2.420 -0.1 -0.1 0.5
```
Positions in Å, forces in eV/Å.

Values from the calculation:
Energy above the lowest of the compared OMol25 structures with the same formula, charge and spin: 74.82 kcal/mol
E_LUMO: -0.401 eV
Spin multiplicity: 1
Net charge: 0
Orbital gap: 8.8 eV

natural (NBO) population analysis, charges in e, atoms 1 to 6: H 0.2014; H 0.1911; C -1.0842; H 0.2387; H 0.2062; H 0.2303